1.
{"formula": "C13H13BNO8", "method": "ωB97M-V with the def2-TZVPD basis set", "elements": ["C", "O", "B", "O", "C", "C", "C", "C", "O", "O", "C", "C", "N", "H", "H", "H", "H", "H", "H", "H", "H", "H", "C", "C", "C", "O", "C", "C", "C", "O", "O", "O", "H", "H", "H", "H"], "positions_angstrom": [[0.41, -1.12, -0.42], [0.45, -2.34, 0.33], [-0.64, -2.86, 0.91], [-0.55, -3.73, 1.95], [-2.09, -2.51, 0.29], [-3.00, -1.69, 0.90], [-4.22, -1.41, 0.29], [-5.17, -0.45, 0.96], [-5.29, 0.67, 0.55], [-5.83, -0.99, 2.00], [-4.52, -1.99, -0.94], [-3.60, -2.81, -1.52], [-2.43, -3.04, -0.91], [1.43, -0.78, -0.55], [0.00, -1.26, -1.42], [-0.14, -0.34, 0.11], [-0.71, -3.39, 2.83], [-2.75, -1.26, 1.86], [-5.84, -0.38, 2.74], [-5.46, -1.79, -1.43], [-3.77, -3.31, -2.46], [-1.76, -3.64, -1.37], [3.37, 1.78, 0.41], [4.02, 2.75, 1.07], [4.64, 3.93, 0.36], [5.18, 4.76, 1.06], [4.55, 3.99, -1.08], [3.91, 3.02, -1.74], [3.27, 1.85, -1.03], [2.70, 1.03, -1.73], [3.79, 2.99, -3.06], [4.16, 2.77, 2.38], [2.93, 0.93, 0.91], [5.01, 4.83, -1.59], [3.28, 2.18, -3.27], [4.66, 3.58, 2.59]], "nbo_charge": [-0.265, -0.669, 1.128, -0.895, -0.011, -0.207, 0.000, 0.757, -0.487, -0.677, -0.208, 0.092, -0.417, 0.240, 0.180, 0.182, 0.524, 0.247, 0.521, 0.267, 0.251, 0.445, -0.416, 0.354, 0.470, -0.519, -0.384, 0.325, 0.483, -0.582, -0.618, -0.617, 0.232, 0.254, 0.507, 0.515], "total_charge": 1, "lumo_ev": -4.67, "multiplicity": 1, "largest_force_ev_per_a": 0.91, "homo_lumo_gap_ha": 0.2533, "homo_energy_ev": -11.6}


2.
{"formula": "C23H26ClN2O7PTc", "method": "ωB97M-V with the def2-TZVPD basis set", "elements": ["Tc", "O", "C", "O", "C", "C", "Cl", "N", "N", "C", "C", "O", "O", "C", "C", "C", "C", "C", "C", "H", "H", "H", "H", "H", "H", "C", "C", "C", "C", "C", "C", "H", "H", "H", "H", "H", "C", "C", "O", "P", "O", "C", "C", "O", "C", "C", "H", "H", "H", "H", "H", "H", "H", "H", "H", "H", "H", "H", "H", "H", "H"], "positions_angstrom": [[-0.90, -0.92, -0.06], [-0.86, -6.62, -0.74], [0.39, -6.17, -0.71], [1.35, -6.88, -0.71], [0.57, -4.68, -0.67], [1.82, -4.01, -0.76], [3.35, -4.62, -1.04], [1.60, -2.69, -0.64], [0.27, -2.46, -0.45], [-0.33, -3.67, -0.49], [-1.81, -3.60, -0.39], [-2.54, -4.55, -0.44], [-2.22, -2.32, -0.27], [2.53, -1.59, -0.66], [2.39, -0.62, -1.64], [3.26, 0.46, -1.63], [4.27, 0.53, -0.68], [4.41, -0.46, 0.28], [3.54, -1.54, 0.30], [-1.53, -5.92, -0.68], [1.64, -0.72, -2.41], [3.17, 1.21, -2.40], [4.96, 1.36, -0.70], [5.20, -0.40, 1.01], [3.63, -2.31, 1.05], [-0.43, -0.66, 4.54], [-1.64, -1.13, 4.02], [-1.81, -1.24, 2.66], [-0.73, -0.85, 1.82], [0.50, -0.37, 2.35], [0.64, -0.29, 3.72], [-0.31, -0.59, 5.61], [-2.44, -1.42, 4.69], [-2.73, -1.63, 2.24], [1.31, -0.09, 1.69], [1.56, 0.06, 4.15], [0.59, 4.93, 0.21], [0.12, 3.68, 0.90], [-0.80, 2.95, -0.02], [-0.59, 1.48, -0.50], [-0.47, 1.46, -2.06], [-1.17, 2.37, -3.01], [-0.15, 3.23, -3.70], [-2.12, 0.75, -0.29], [-3.28, 1.21, 0.51], [-4.04, 2.27, -0.23], [1.24, 5.48, 0.89], [-0.25, 5.58, -0.05], [1.16, 4.70, -0.69], [-0.48, 3.87, 1.78], [0.93, 3.00, 1.15], [-1.90, 2.94, -2.44], [-1.69, 1.70, -3.69], [0.30, 3.94, -3.00], [-0.63, 3.80, -4.49], [0.63, 2.62, -4.15], [-2.86, 1.53, 1.47], [-3.86, 0.30, 0.66], [-3.47, 3.19, -0.34], [-4.94, 2.51, 0.34], [-4.36, 1.91, -1.20]], "mulliken_spin": [0.943, 0.000, 0.000, 0.000, -0.011, -0.002, 0.000, -0.004, -0.013, 0.016, 0.000, 0.024, 0.050, 0.004, -0.004, 0.000, 0.000, 0.002, -0.008, 0.000, 0.005, 0.000, 0.000, 0.000, 0.000, -0.002, -0.007, 0.018, -0.049, 0.011, 0.008, 0.000, 0.001, -0.003, -0.005, 0.000, 0.001, -0.002, -0.004, 0.076, -0.019, -0.001, 0.000, -0.033, 0.014, -0.001, 0.000, 0.000, 0.000, 0.000, 0.000, 0.000, 0.000, 0.000, 0.000, 0.000, -0.004, -0.002, 0.000, 0.000, 0.001], "s_squared": 1.233, "total_charge": 2, "lumo_ev": [-9.21, -8.94], "multiplicity": 2, "largest_force_ev_per_a": 0.99, "homo_lumo_gap_ha": [0.2283, 0.2382], "homo_energy_ev": [-15.4, -15.4]}


3.
{"formula": "C11H28InNO5P", "method": "ωB97M-V with the def2-TZVPD basis set", "elements": ["C", "C", "C", "In", "P", "N", "O", "H", "H", "H", "H", "H", "H", "H", "H", "H", "H", "H", "H", "O", "C", "O", "C", "C", "C", "H", "H", "H", "H", "H", "H", "H", "H", "O", "C", "O", "C", "C", "C", "H", "H", "H", "H", "H", "H", "H", "H"], "positions_angstrom": [[-1.03, -0.64, 2.55], [-1.31, -0.91, 1.05], [-1.27, -2.41, 0.65], [0.52, -3.58, 1.34], [1.89, -4.11, -0.78], [1.99, -2.53, -1.60], [3.50, -4.55, -0.33], [-0.04, -1.01, 2.83], [-1.00, 0.45, 2.69], [-1.81, -1.00, 3.21], [-2.33, -0.55, 0.86], [-0.62, -0.32, 0.43], [-1.30, -2.46, -0.45], [-2.16, -2.89, 1.08], [-0.10, -5.17, 1.95], [1.51, -2.78, 2.60], [2.25, -1.80, -0.94], [1.07, -2.27, -1.90], [4.03, -4.40, -1.10], [-3.63, 0.55, 3.44], [-4.40, 1.31, 2.94], [-4.97, 1.00, 1.76], [-6.02, 1.75, 1.16], [-5.48, 2.91, 0.36], [-4.68, 2.66, 3.56], [-6.75, 2.06, 1.91], [-6.53, 1.05, 0.50], [-4.94, 3.62, 0.98], [-6.29, 3.44, -0.14], [-4.78, 2.55, -0.40], [-3.90, 3.35, 3.26], [-4.67, 2.55, 4.64], [-5.65, 3.08, 3.29], [4.78, 3.29, -4.15], [4.87, 2.15, -3.78], [3.89, 1.60, -3.08], [3.83, 0.20, -2.75], [4.63, -0.10, -1.50], [6.13, 1.35, -4.04], [4.14, -0.41, -3.60], [2.78, -0.03, -2.57], [5.69, 0.13, -1.64], [4.54, -1.15, -1.23], [4.28, 0.51, -0.67], [6.86, 1.60, -3.28], [6.52, 1.64, -5.02], [5.97, 0.28, -4.07]], "lowdin_charge": [-0.166, -0.371, -0.356, 0.215, 0.551, -0.313, -0.474, 0.008, 0.057, 0.052, 0.075, 0.082, 0.005, 0.017, -0.150, -0.134, -0.018, -0.013, -0.025, 0.116, -0.523, 0.005, -0.242, -0.067, 0.010, 0.110, 0.122, 0.066, 0.078, 0.086, 0.096, 0.089, 0.065, 0.092, -0.548, 0.005, -0.231, -0.065, 0.004, 0.114, 0.106, 0.064, 0.070, 0.088, 0.093, 0.087, 0.068], "total_charge": -1, "lumo_ev": 2.25, "e_above_lowest_kcal_mol": 6.3, "multiplicity": 1, "largest_force_ev_per_a": 1.50, "homo_lumo_gap_ha": 0.1968, "homo_energy_ev": -3.1}


4.
{"formula": "C18H40HgP2Si", "method": "ωB97M-V with the def2-TZVPD basis set", "elements": ["P", "P", "C", "C", "H", "H", "H", "H", "C", "H", "H", "H", "C", "H", "H", "H", "C", "H", "H", "H", "C", "H", "H", "H", "Hg", "C", "C", "C", "C", "C", "C", "C", "C", "C", "H", "H", "H", "H", "H", "H", "H", "H", "H", "H", "H", "H", "H", "H", "H", "C", "Si", "C", "C", "H", "H", "H", "H", "H", "H", "H", "H", "H"], "positions_angstrom": [[-0.05, -1.83, -3.42], [0.31, 1.24, -3.23], [-0.26, -0.89, -5.02], [0.37, 0.51, -4.95], [-1.34, -0.84, -5.23], [0.21, -1.51, -5.81], [1.43, 0.48, -5.24], [-0.15, 1.21, -5.63], [-1.40, 1.94, -3.34], [-1.54, 2.62, -2.49], [-2.16, 1.14, -3.28], [-1.51, 2.49, -4.28], [1.28, 2.77, -3.48], [0.89, 3.35, -4.33], [2.33, 2.50, -3.66], [1.22, 3.36, -2.56], [-1.08, -3.31, -3.64], [-1.00, -3.92, -2.73], [-0.73, -3.90, -4.51], [-2.12, -3.01, -3.79], [1.64, -2.49, -3.71], [2.39, -1.69, -3.66], [1.67, -2.97, -4.71], [1.86, -3.24, -2.94], [0.56, -0.45, 4.55], [0.44, 1.13, 0.32], [-0.85, 1.02, -0.02], [-1.55, -0.04, -0.80], [-1.94, -1.34, -0.08], [-0.83, -2.32, 0.12], [0.47, -2.20, -0.18], [1.21, -1.03, -0.76], [1.54, 0.13, 0.21], [0.45, -2.59, 4.38], [0.74, 2.07, 0.81], [-1.51, 1.87, 0.23], [-1.02, -0.33, -1.72], [-2.48, 0.41, -1.18], [-2.44, -1.10, 0.87], [-2.72, -1.84, -0.71], [-1.16, -3.25, 0.60], [1.13, -3.03, 0.11], [0.64, -0.58, -1.59], [2.14, -1.38, -1.22], [1.81, -0.27, 1.21], [2.44, 0.63, -0.18], [1.22, -2.99, 5.06], [0.65, -2.90, 3.34], [-0.55, -2.92, 4.69], [1.39, 2.06, 6.99], [0.15, 1.71, 5.62], [-1.55, 1.35, 6.31], [0.06, 3.22, 4.52], [1.55, 1.19, 7.64], [0.97, 2.88, 7.61], [2.35, 2.39, 6.59], [-1.72, 2.01, 7.17], [-2.31, 1.53, 5.54], [-1.64, 0.30, 6.64], [-0.09, 4.10, 5.18], [0.98, 3.37, 3.94], [-0.79, 3.15, 3.83]], "nbo_charge": [0.861, 0.845, -0.717, -0.710, 0.225, 0.212, 0.222, 0.214, -0.945, 0.235, 0.234, 0.212, -0.951, 0.212, 0.233, 0.237, -0.957, 0.244, 0.211, 0.234, -0.950, 0.235, 0.213, 0.237, 0.871, -0.165, -0.208, -0.505, -0.435, -0.172, -0.207, -0.549, -0.438, -1.243, 0.197, 0.199, 0.256, 0.205, 0.212, 0.210, 0.199, 0.199, 0.287, 0.206, 0.212, 0.211, 0.212, 0.219, 0.214, -1.112, 0.966, -1.120, -1.115, 0.237, 0.227, 0.239, 0.230, 0.239, 0.236, 0.225, 0.239, 0.238], "lumo_ev": 0.68, "e_above_lowest_kcal_mol": 0.0, "multiplicity": 1, "largest_force_ev_per_a": 1.20, "homo_lumo_gap_ha": 0.2982, "homo_energy_ev": -7.4}